[1]
{"formula": "CH3N3O2S", "method": "wB97M-V/def2-TZVPD", "species": ["C", "N", "N", "N", "O", "O", "S", "H", "H", "H"], "positions_angstrom": [[-0.217, -0.791, 0.161], [-0.218, 1.392, -0.110], [-1.300, 1.327, 1.363], [0.588, 0.405, 0.078], [-2.096, 2.196, 1.549], [1.843, 0.428, 0.145], [-1.712, -0.365, 1.150], [-0.666, -1.165, -0.718], [0.379, -1.572, 0.496], [0.274, 2.273, -0.200]], "nbo_charge": [-0.38, -0.35, 0.04, 0.27, -0.31, -0.42, 0.31, 0.23, 0.24, 0.38], "e_above_lowest_kj_mol": 632.4, "gap_ev": [7.59, 7.32], "lumo_energy_ev": [-0.85, -0.92]}


[2]
{"formula": "CH3N3O2S", "method": "wB97M-V/def2-TZVPD", "species": ["C", "N", "N", "N", "O", "O", "S", "H", "H", "H"], "positions_angstrom": [[-0.029, -0.359, -0.465], [0.265, -0.776, -1.717], [1.171, 0.394, -2.434], [0.312, 0.965, -0.074], [0.530, 2.832, -1.732], [2.615, 1.794, -1.131], [1.229, 1.640, -1.370], [-1.117, -0.637, -0.237], [0.516, -1.193, 0.223], [-0.478, 1.473, 0.283]], "nbo_charge": [-0.17, -0.05, -0.40, -0.85, -0.91, -0.88, 2.32, 0.25, 0.26, 0.42], "e_above_lowest_kj_mol": 477.4, "gap_ev": [8.05, 8.86], "smiles": "O=S1(=O)N=NCN1", "lumo_energy_ev": [-2.46, -2.02]}


[3]
{"formula": "CH3N3O2S", "method": "wB97M-V/def2-TZVPD", "species": ["C", "N", "N", "N", "O", "O", "S", "H", "H", "H"], "positions_angstrom": [[0.817, -0.525, -0.053], [-1.134, 1.504, 0.204], [1.695, 0.446, -0.528], [-0.487, -0.269, -0.363], [1.139, -1.420, 0.709], [-2.282, 1.341, 0.479], [-1.767, -1.230, -0.220], [1.442, 1.224, -1.039], [2.695, 0.195, -0.353], [-2.118, -1.265, 1.164]], "nbo_charge": [0.75, 0.36, -0.84, -0.71, -0.61, -0.17, 0.34, 0.40, 0.41, 0.08], "e_above_lowest_kj_mol": 290.0, "gap_ev": 7.86, "lumo_energy_ev": -1.44}


[4]
{"formula": "CH3N3O3", "method": "wB97M-V/def2-TZVPD", "species": ["C", "N", "N", "N", "O", "O", "O", "H", "H", "H"], "positions_angstrom": [[-1.584, 0.190, 0.242], [-1.803, -0.950, -0.067], [0.653, 0.537, -0.840], [1.388, 0.356, 0.146], [-1.425, 1.131, 0.896], [1.282, -0.900, 0.753], [2.184, 1.130, 0.568], [0.658, -1.501, 0.235], [-1.980, -1.423, -0.833], [0.628, 1.430, -1.099]], "nbo_charge": [0.87, -0.78, -0.53, 0.59, -0.51, -0.53, -0.37, 0.51, 0.40, 0.35], "e_above_lowest_kj_mol": 194.7, "gap_ev": 11.19, "smiles": "[H]/N=[N+](\\[O-])O.N=C=O", "lumo_energy_ev": 0.53}